No. 1
Formula: C4H13N4O
Source: the OMol25 dataset
Level of theory: the ωB97M-V functional and the def2-TZVPD basis

The geometry in ORCA input format:
```
! RIJCOSX wB97M-V def2-TZVPD def2/J DEFGRID3
* xyz 1 1
C -3.30 -2.10 0.50
C -2.34 -1.19 -0.06
O -1.28 -1.70 -0.46
N -2.33 0.21 0.22
H -2.84 -2.67 1.52
H -3.43 -2.94 -0.14
H -1.65 0.70 -0.37
H -3.17 0.57 0.35
H -4.33 -1.64 0.66
C 1.72 1.88 1.32
C 1.97 0.50 -0.76
N 2.15 1.65 -0.14
N 2.10 -0.66 -0.01
N 1.91 0.37 -2.11
H 2.19 2.52 -0.68
H 2.72 2.22 1.84
H 1.43 0.93 1.78
H 1.93 -0.60 0.96
H 1.68 -1.40 -0.44
H 1.72 1.18 -2.59
H 2.23 -0.42 -2.61
H 0.94 2.58 1.24
*
```

## Properties
Energy above the lowest of the compared OMol25 structures with the same formula, charge and spin in kJ/mol: 243.5



No. 2
Formula: C4H13N5
Source: the OMol25 dataset
Level of theory: the ωB97M-V functional and the def2-TZVPD basis

The geometry in ORCA input format:
```
! RIJCOSX wB97M-V def2-TZVPD def2/J DEFGRID3
* xyz 0 1
C -3.12 -0.24 0.66
C -0.72 -1.07 -0.57
C 0.33 0.21 -0.39
C 2.37 0.08 0.93
H -4.15 -1.33 0.88
H -2.47 0.01 1.74
H -3.88 0.82 0.21
H -1.74 0.64 -1.03
H -0.62 -1.78 -1.46
H -0.66 -1.73 0.28
H 1.07 2.27 -1.25
H -0.13 3.38 -0.40
H 3.43 -0.18 0.67
H 1.73 -0.81 1.48
H 2.26 1.14 1.39
H 2.61 -1.47 -1.34
H 2.30 -1.84 0.53
N -2.10 -0.31 -0.64
N -0.34 1.27 -0.52
N 0.48 2.42 -0.24
N 1.67 -0.01 -0.34
N 1.70 -1.48 -0.59
*
```

## Properties
Energy above the lowest of the compared OMol25 structures with the same formula, charge and spin in kJ/mol: 1046.1



No. 3
Formula: C4H13NO
Source: the OMol25 dataset
Level of theory: the ωB97M-V functional and the def2-TZVPD basis

The geometry in ORCA input format:
```
! RIJCOSX wB97M-V def2-TZVPD def2/J DEFGRID3
* xyz 0 1
C 1.88 1.70 -0.39
C 0.94 0.53 0.04
C -0.52 0.80 -0.07
C -1.39 0.43 1.16
N 1.28 -0.76 -0.60
H 2.82 1.39 -0.85
H 1.34 2.37 -1.08
H 2.05 2.36 0.46
H 1.29 0.45 1.07
H -0.72 1.84 -0.30
H -0.96 0.23 -0.90
H -1.15 -0.52 1.63
H -1.30 1.22 1.91
H -2.43 0.39 0.86
H 2.26 -0.99 -0.55
H 1.04 -0.66 -1.57
H -2.10 -3.07 -0.59
H -1.36 -1.68 -0.41
O -1.94 -2.32 0.02
*
```

## Properties
Structure (SMILES): CC[C@H](C)N.O
Energy above the lowest of the compared OMol25 structures with the same formula, charge and spin in kJ/mol: 58.5



Number 1: M 133.18 g/mol, electronic energy -12360.3646 eV. Number 2: M 131.18 g/mol, electronic energy -11798.0881 eV. Number 3: M 91.15 g/mol, electronic energy -7896.0548 eV.